# 1
C30H42N7OPPd | wB97M-V/def2-TZVPD

Computed properties:
total energy = -57029.1858 eV
net charge = +2
F_max = 1.4 eV/Å
orbital gap (alpha / beta) = 0.292 / 0.292 Eh
HOMO energy (alpha / beta) = -13.5 / -13.5 eV

```
82
C30H42N7OPPd | the Open Molecules 2025 dataset | wB97M-V/def2-TZVPD
Pd -0.02 -0.11 -0.06
C 0.15 1.86 2.33
N 0.04 0.42 2.19
C -1.22 -0.14 2.65
C -2.34 0.07 1.64
C -3.65 0.19 2.06
C -4.67 0.28 1.13
C -4.36 0.25 -0.22
C -3.03 0.14 -0.59
N -2.05 0.04 0.32
C 1.23 -0.32 2.59
C 2.34 -0.16 1.57
C 3.67 -0.06 1.97
C 4.67 0.00 1.01
C 4.33 -0.03 -0.33
C 2.99 -0.11 -0.67
N 2.03 -0.18 0.25
C 0.07 2.63 1.02
C 0.04 4.02 1.06
C 0.00 4.74 -0.11
C -0.01 4.07 -1.32
C 0.02 2.69 -1.30
N 0.06 1.99 -0.16
H 1.11 2.11 2.80
H -0.62 2.24 3.01
H -1.52 0.25 3.62
H -1.08 -1.22 2.75
H -3.87 0.22 3.12
H -5.70 0.37 1.45
H -5.12 0.32 -0.98
H -2.73 0.13 -1.63
H 0.96 -1.38 2.60
H 1.59 -0.04 3.59
H 3.91 -0.04 3.02
H 5.71 0.08 1.31
H 5.08 0.02 -1.11
H 2.67 -0.12 -1.70
H 0.04 4.52 2.02
H -0.03 5.83 -0.09
H -0.03 4.59 -2.27
H 0.02 2.11 -2.22
O -0.12 -2.15 0.39
P -0.14 -3.62 0.03
N 0.85 -4.57 0.93
C 2.31 -4.50 0.70
C 2.89 -5.18 1.94
C 1.91 -4.77 3.04
C 0.56 -4.90 2.33
N -1.63 -4.22 0.31
C -2.00 -5.64 0.19
C -3.31 -5.71 0.97
C -3.97 -4.38 0.60
C -2.81 -3.38 0.57
N 0.37 -3.79 -1.52
C 1.04 -2.73 -2.29
C 1.30 -3.39 -3.64
C 1.55 -4.85 -3.27
C 0.50 -5.10 -2.19
H 2.65 -3.46 0.64
H 2.59 -5.00 -0.22
H 3.92 -4.87 2.14
H 2.88 -6.26 1.81
H 2.08 -3.74 3.33
H 1.97 -5.40 3.93
H -0.21 -4.24 2.75
H 0.18 -5.93 2.40
H -1.22 -6.28 0.59
H -2.17 -5.91 -0.85
H -3.11 -5.75 2.04
H -3.91 -6.57 0.69
H -4.75 -4.08 1.30
H -4.43 -4.46 -0.39
H -2.71 -2.87 1.53
H -2.94 -2.62 -0.20
H 1.98 -2.43 -1.81
H 0.40 -1.85 -2.37
H 2.15 -2.94 -4.16
H 0.42 -3.31 -4.28
H 2.55 -4.97 -2.85
H 1.44 -5.53 -4.11
H 0.79 -5.88 -1.48
H -0.46 -5.39 -2.64
```

Löwdin atomic charge list, values in e, 5 entries: 1.01 -0.09 -0.24 -0.11 -0.23

---

# 2
C32H45F6Sn | wB97M-V/def2-TZVPD

Computed properties:
total energy = -56050.9188 eV
net charge = -1
F_max = 3.0 eV/Å
orbital gap = 0.170 Eh
HOMO energy = -2.4 eV

```
84
C32H45F6Sn | the Open Molecules 2025 dataset | wB97M-V/def2-TZVPD
C 3.91 -4.98 -1.59
C 3.34 -3.69 -1.00
C 1.86 -3.50 -1.35
C 1.19 -2.33 -0.61
Sn 0.90 -0.62 -1.91
C 2.72 -0.11 -2.96
C 3.87 0.34 -2.06
C 5.12 0.67 -2.87
C 6.27 1.17 -2.00
C -0.65 -1.04 -3.37
C -1.90 -1.75 -2.83
C -1.94 -3.26 -3.11
C -3.24 -3.91 -2.65
C 0.41 1.06 -0.50
C -0.83 0.49 0.02
C -2.11 0.86 -0.32
C -3.26 -0.08 -0.10
C -2.41 1.98 -1.27
H 4.90 -5.17 -1.18
H 3.27 -5.83 -1.35
H 4.00 -4.91 -2.68
H 3.45 -3.70 0.09
H 3.92 -2.82 -1.36
H 1.77 -3.37 -2.44
H 1.31 -4.43 -1.12
H 0.19 -2.60 -0.25
H 1.78 -1.96 0.24
H 2.98 -0.99 -3.57
H 2.41 0.70 -3.64
H 3.57 1.23 -1.48
H 4.11 -0.44 -1.32
H 5.44 -0.23 -3.42
H 4.86 1.42 -3.62
H 7.14 1.39 -2.63
H 5.99 2.09 -1.48
H 6.56 0.42 -1.26
H -0.90 -0.05 -3.77
H -0.13 -1.62 -4.14
H -2.00 -1.59 -1.75
H -2.80 -1.28 -3.27
H -1.80 -3.43 -4.19
H -1.09 -3.74 -2.61
H -3.26 -4.97 -2.94
H -3.37 -3.86 -1.56
H -4.11 -3.42 -3.12
H 1.26 1.06 0.20
H 0.36 1.99 -1.08
H -0.72 -0.29 0.77
H -3.69 -0.41 -1.06
H -2.97 -0.97 0.48
H -4.08 0.42 0.43
H -3.42 2.35 -1.08
H -1.72 2.83 -1.17
H -2.39 1.65 -2.33
F -1.73 -3.28 5.46
C -2.88 -2.56 5.26
F -3.78 -3.42 4.67
F -3.38 -2.25 6.50
C -2.66 -1.34 4.42
C -3.78 -0.71 3.86
C -3.59 0.41 3.09
C -2.29 0.95 2.84
C -2.23 2.06 1.93
C -1.32 3.17 2.03
C -0.11 3.20 2.77
C 0.59 4.38 2.95
C 0.09 5.57 2.43
C 0.72 6.86 2.83
F 0.52 7.85 1.92
F 0.22 7.30 4.03
F 2.08 6.73 2.99
C -1.02 5.56 1.57
C -1.69 4.37 1.35
C -1.19 0.28 3.42
C -1.38 -0.84 4.22
H -4.77 -1.12 4.03
H -4.46 0.90 2.64
H -3.19 2.34 1.47
H 0.28 2.31 3.24
H 1.50 4.38 3.53
H -1.36 6.48 1.10
H -2.57 4.36 0.70
H -0.16 0.59 3.22
H -0.52 -1.32 4.68
```

Löwdin atomic charge list, values in e, 5 entries: -0.12 -0.28 -0.33 -0.29 1.30

---

# 3
C5H5Cl | wB97M-V/def2-TZVPD

Computed properties:
total energy = -17783.5262 eV
relative energy (zero: lowest compared OMol25 entry of this formula, charge and spin) = 93.0 kcal per mole
net charge = 0
F_max = 6.1 eV/Å
orbital gap = 0.381 Eh
HOMO energy = -9.6 eV
SMILES = C=C=CCl.C#C

```
11
C5H5Cl | the Open Molecules 2025 dataset | wB97M-V/def2-TZVPD
C 1.83 -1.84 -0.51
C 1.74 -1.04 0.40
C -0.86 0.75 0.07
C -0.18 1.77 -0.50
C -1.68 -0.10 0.58
Cl -3.22 -0.38 -0.14
H 2.27 -2.55 -1.15
H 1.25 -0.39 1.08
H 0.52 1.52 -1.16
H -0.37 2.86 -0.11
H -1.30 -0.61 1.45
```

Löwdin atomic charge list, values in e, 5 entries: 0.02 -0.01 -0.23 0.03 -0.62

---

> What is the formula in the third record?

C5H5Cl